No. 1
13
Properties=species:S:1:pos:R:3 method="wB97M-V/def2-TZVPD" homo_ev="-7.97 / -7.82" orbital_gap_ev="8.132 / 7.869" lumo_energy_ev="0.163 / 0.047"
C 1.875 0.326 0.552
O 0.664 -0.233 0.800
C -0.134 -0.718 -0.065
C -1.520 -1.070 0.333
C -0.099 1.885 -0.989
N -1.032 2.174 -1.607
H 2.433 0.436 1.474
H 0.820 1.644 -0.396
H 2.384 -0.093 -0.317
H 0.247 -0.885 -1.073
H -1.708 -2.144 0.216
H -1.695 -0.789 1.374
H -2.234 -0.534 -0.303

No. 2
18
Properties=species:S:1:pos:R:3 method="wB97M-V/def2-TZVPD" charge=+1 homo_ev=-15.29 orbital_gap_ev=10.851 lumo_energy_ev=-4.443
C 0.514 -2.077 0.113
C -1.499 -0.796 0.281
N -0.274 -0.847 -0.055
H 1.122 -2.234 -0.765
H -0.155 -2.878 0.417
H 1.134 -1.929 1.002
H -1.964 -1.696 0.659
H -2.038 0.135 0.176
H 0.083 -0.134 -0.705
H 0.204 1.778 2.724
H -1.227 2.186 2.471
O -0.449 1.886 2.013
H 1.715 0.735 -1.821
H 2.618 -0.280 -2.533
O 1.786 -0.185 -2.050
H -0.953 2.496 -1.175
H -0.306 1.987 0.096
O -0.311 1.853 -0.849

No. 3
129
Properties=species:S:1:pos:R:3 method="wB97M-V/def2-TZVPD" charge=+1 homo_ev="-9.92 / -9.99" orbital_gap_ev="5.989 / 6.241" multiplicity=2 lumo_energy_ev="-3.935 / -3.745"
Re 0.622 -0.710 -0.458
C -0.933 6.372 -2.157
C -1.873 5.911 -1.032
C -1.467 6.605 0.276
C -3.298 6.321 -1.408
C -1.735 4.411 -0.848
C -0.505 3.859 -0.522
C -0.337 2.491 -0.458
Se 1.459 1.910 -0.081
C 1.549 1.544 1.844
C 2.378 2.316 2.634
C 2.586 1.969 3.965
C 1.902 0.858 4.454
C 1.050 0.070 3.699
C 0.875 0.398 2.330
O 0.179 -0.338 1.513
C 0.415 -1.198 4.262
C 1.136 -2.408 3.640
C 0.544 -1.287 5.786
C -1.079 -1.260 3.920
C 3.550 2.780 4.817
C 4.909 2.842 4.106
C 2.989 4.198 4.992
C 3.783 2.167 6.201
C -1.366 1.558 -0.750
O -1.148 0.297 -0.932
C -2.673 2.139 -0.883
C -2.794 3.514 -0.965
C -3.920 1.267 -0.950
C -3.830 0.161 0.110
C -5.198 2.067 -0.667
C -4.023 0.652 -2.352
H -0.988 7.453 -2.254
H -1.226 5.931 -3.107
H 0.099 6.100 -1.954
H -1.674 7.670 0.213
H -0.405 6.479 0.473
H -2.023 6.192 1.114
H -3.338 7.398 -1.558
H -4.006 6.064 -0.624
H -3.606 5.845 -2.337
H 0.352 4.485 -0.319
H 2.860 3.174 2.184
H 2.063 0.583 5.479
H 2.214 -2.323 3.772
H 0.900 -2.498 2.580
H 0.811 -3.325 4.124
H 1.575 -1.430 6.099
H -0.024 -2.144 6.138
H 0.136 -0.400 6.265
H -1.241 -1.244 2.847
H -1.604 -0.419 4.367
H -1.508 -2.181 4.308
H 4.837 3.319 3.133
H 5.306 1.838 3.972
H 5.612 3.409 4.709
H 2.907 4.713 4.038
H 3.642 4.779 5.637
H 2.002 4.160 5.449
H 4.183 1.159 6.119
H 2.872 2.144 6.792
H 4.512 2.770 6.736
H -3.775 3.920 -1.130
H -3.763 0.605 1.103
H -2.956 -0.461 -0.059
H -4.714 -0.472 0.078
H -5.121 2.610 0.273
H -6.033 1.377 -0.587
H -5.433 2.769 -1.463
H -3.125 0.091 -2.587
H -4.156 1.434 -3.096
H -4.879 -0.017 -2.406
N 2.712 -0.992 0.570
C 3.711 -1.746 -0.101
C 4.963 -1.200 -0.335
C 5.944 -1.960 -0.948
C 5.654 -3.257 -1.341
C 4.398 -3.794 -1.119
C 3.399 -3.055 -0.485
C 2.069 -3.601 -0.163
C 2.013 -4.956 0.177
C 0.838 -5.558 0.574
C -0.305 -4.792 0.712
C -0.252 -3.442 0.408
C 0.891 -2.828 -0.083
H 2.431 -1.477 1.430
H 3.091 -0.076 0.837
H 5.171 -0.185 -0.029
H 6.929 -1.550 -1.105
H 6.418 -3.851 -1.820
H 4.188 -4.798 -1.457
H 2.925 -5.536 0.169
H 0.831 -6.613 0.801
H -1.223 -5.235 1.071
H -1.125 -2.825 0.556
O -1.365 -2.405 -1.905
S -2.838 -2.434 -2.057
C -3.174 -3.699 -3.386
C -3.871 -4.889 -2.745
C -3.304 -4.979 -1.337
C -3.515 -3.593 -0.773
H -2.193 -3.961 -3.777
H -3.763 -3.220 -4.165
H -3.706 -5.803 -3.314
H -4.949 -4.722 -2.693
H -2.235 -5.193 -1.383
H -3.787 -5.755 -0.746
H -3.030 -3.411 0.177
H -4.573 -3.354 -0.697
C 2.460 -2.054 -3.332
P 1.133 -0.903 -2.828
C 1.807 0.691 -3.448
C -0.143 -1.228 -4.082
C -0.151 -2.414 -4.808
C -1.083 -2.604 -5.812
C -2.034 -1.633 -6.079
C -2.064 -0.474 -5.321
C -1.119 -0.268 -4.331
H 2.185 -3.063 -3.034
H 3.376 -1.774 -2.819
H 2.619 -2.004 -4.409
H 2.021 0.608 -4.513
H 2.726 0.934 -2.918
H 1.091 1.496 -3.290
H 0.557 -3.198 -4.592
H -1.064 -3.517 -6.387
H -2.755 -1.788 -6.866
H -2.825 0.268 -5.508
H -1.137 0.640 -3.745

The calculation returns the following relative energy (zero: lowest compared OMol25 entry of this formula, charge and spin) values, one per record and in order: 461.5; 80.1; 127.2 kJ/mol.